The following is a DFT calculation (ωB97M-V/def2-TZVPD) of a structure of composition C4H10F4N3P3 in a non-equilibrium geometry.

* energy above the lowest of the compared OMol25 structures with the same formula, charge and spin: 0.0000 eV
* charge: 0
* 2S+1: 1
* LUMO level: 0.020 Ha
* frontier orbital gap: 10.39 eV
* HOMO level: -9.8 eV

Geometry (Å):
C (-1.423, -0.327, -2.788)
C (-1.199, -0.046, 2.467)
C (-0.582, 0.619, -2.033)
C (-1.809, 0.615, 1.224)
N (0.302, -1.346, -0.130)
N (1.001, 1.393, 0.037)
N (2.855, -0.583, 0.516)
F (2.303, -2.616, -0.796)
F (1.920, -2.577, 1.603)
F (3.533, 1.884, 0.128)
F (2.541, 1.466, 2.153)
P (-0.194, 0.256, -0.220)
P (1.759, -1.632, 0.289)
P (2.349, 0.938, 0.658)
H (-1.240, -0.219, -3.794)
H (-1.016, -1.288, -2.560)
H (-2.480, -0.216, -2.549)
H (-1.864, -0.041, 3.261)
H (-0.908, -1.022, 2.209)
H (-0.395, 0.608, 2.780)
H (-1.128, 1.560, -2.042)
H (0.430, 0.939, -2.179)
H (-2.157, 1.546, 1.012)
H (-2.597, 0.087, 0.757)

The following is a DFT calculation (ωB97M-V/def2-TZVPD) of the ion C7H8FN2O2 with charge -1 in a non-equilibrium geometry.

* energy above the lowest of the compared OMol25 structures with the same formula, charge and spin: 0.0000 eV
* charge: -1
* 2S+1: 1
* LUMO level: 0.127 Ha
* frontier orbital gap: 8.17 eV
* HOMO level: -4.7 eV
* SMILES: CC1=N[C@](N)(F)[C@H](C(=O)[O-])C=C1

Geometry (Å):
C (-2.303, 0.034, 0.457)
C (-0.824, 0.030, 0.374)
N (-0.230, -1.074, 0.038)
C (1.182, -1.035, 0.083)
N (1.800, -2.054, -0.600)
F (1.476, -1.212, 1.521)
C (1.893, 0.366, -0.369)
C (3.539, 0.444, -0.031)
O (3.959, 1.595, 0.184)
O (4.143, -0.627, -0.096)
C (1.078, 1.529, -0.006)
C (-0.173, 1.308, 0.468)
H (-2.551, 0.980, 0.103)
H (-2.696, 0.101, 1.585)
H (-2.578, -0.920, 0.024)
H (2.809, -1.793, -0.713)
H (1.538, -3.003, -0.464)
H (1.814, 0.482, -1.527)
H (1.375, 2.460, -0.141)
H (-0.660, 2.255, 0.730)

The following is a DFT calculation (ωB97M-V/def2-TZVPD) of a cluster of 3 separate species, C4H9ClFN2O2 in total in a non-equilibrium geometry.

* energy above the lowest of the compared OMol25 structures with the same formula, charge and spin: 0.0000 eV
* charge: -1
* 2S+1: 1
* LUMO level: 0.128 Ha
* frontier orbital gap: 8.45 eV
* HOMO level: -5.0 eV

Geometry (Å):
C (0.883, -0.007, -0.264)
C (-0.530, 0.270, 0.259)
Cl (2.016, 1.473, 0.161)
N (1.498, -1.136, 0.379)
H (1.521, -1.010, 1.385)
C (1.012, -0.200, -1.767)
H (2.012, -0.598, -1.977)
H (0.256, -0.937, -2.076)
H (0.839, 0.726, -2.319)
C (-0.645, 0.285, 1.773)
H (-0.011, 1.044, 2.259)
H (-1.680, 0.491, 2.064)
H (-0.375, -0.706, 2.160)
N (-1.172, 1.441, -0.320)
O (-1.604, 2.325, 0.417)
O (-1.261, 1.543, -1.541)
H (0.892, -1.960, 0.171)
F (-2.224, -2.025, -0.547)
H (-1.427, -1.018, -0.217)

The following is a DFT calculation (ωB97M-V/def2-TZVPD) of a cluster of 2 separate species, C6H13NO in total in a non-equilibrium geometry.

* energy above the lowest of the compared OMol25 structures with the same formula, charge and spin: 4.5435 eV
* charge: 0
* 2S+1: 1
* LUMO level: 0.036 Ha
* frontier orbital gap: 9.84 eV
* HOMO level: -8.9 eV
* SMILES: C=C(C)C(N)=O.CC

Geometry (Å):
C (-0.513, 1.970, 0.695)
C (-0.422, 0.688, 1.033)
C (-0.067, 0.205, 2.403)
C (-1.041, -0.568, 0.009)
N (-1.652, 0.069, -1.084)
O (-1.513, -1.521, 0.614)
H (-0.867, 2.311, -0.267)
H (-0.400, 2.761, 1.429)
H (0.049, 1.034, 3.101)
H (0.893, -0.316, 2.371)
H (-0.811, -0.510, 2.752)
H (-1.386, -0.191, -2.023)
H (-2.663, 0.058, -1.022)
C (0.922, -1.271, -0.832)
C (1.622, -0.305, -1.774)
H (1.577, -1.738, -0.096)
H (0.440, -2.085, -1.371)
H (0.441, -0.427, 0.073)
H (0.931, 0.024, -2.550)
H (1.961, 0.580, -1.234)
H (2.500, -0.770, -2.227)

The following is a DFT calculation (ωB97M-V/def2-TZVPD) of a cluster of 2 separate species, C4H6N2 in total.

* energy above the lowest of the compared OMol25 structures with the same formula, charge and spin: 0.7604 eV
* charge: 0
* 2S+1: 1
* LUMO level: 0.019 Ha
* frontier orbital gap: 11.83 eV
* HOMO level: -11.3 eV
* SMILES: CC#N.CC#N

Geometry (Å):
C (1.742, 1.668, 2.324)
C (0.990, 1.171, 1.171)
N (0.401, 0.765, 0.277)
H (2.675, 2.126, 2.019)
H (1.943, 0.827, 2.991)
H (1.119, 2.374, 2.870)
C (-1.218, -1.188, -1.652)
C (-2.018, -2.080, -2.483)
N (-2.645, -2.782, -3.151)
H (-0.177, -1.511, -1.673)
H (-1.556, -1.185, -0.623)
H (-1.256, -0.185, -2.070)

The following is a DFT calculation (ωB97M-V/def2-TZVPD) of a structure of composition C15H17BeN6O2S2.

* charge: +1
* 2S+1: 1
* LUMO level: -0.099 Ha
* frontier orbital gap: 8.96 eV
* HOMO level: -11.7 eV

Geometry (Å):
Be (-2.183, 0.074, 0.740)
C (5.540, -1.336, -2.428)
C (4.259, -1.130, -1.674)
C (3.666, 0.129, -1.600)
C (2.534, 0.338, -0.832)
C (1.981, -0.730, -0.144)
C (2.545, -1.997, -0.207)
C (3.674, -2.191, -0.982)
S (0.649, -0.461, 0.979)
O (0.751, -1.409, 2.042)
O (0.638, 0.965, 1.279)
N (-0.771, -0.646, 0.178)
C (-1.528, -1.751, -0.078)
C (-1.193, -3.060, -0.412)
C (-2.227, -3.933, -0.679)
C (-3.556, -3.509, -0.606)
C (-3.815, -2.208, -0.248)
N (-2.822, -1.349, 0.009)
H (5.717, -0.537, -3.144)
H (5.539, -2.291, -2.951)
H (6.375, -1.346, -1.724)
H (4.109, 0.958, -2.136)
H (2.098, 1.323, -0.741)
H (2.113, -2.802, 0.373)
H (4.124, -3.174, -1.035)
H (-0.157, -3.366, -0.451)
H (-2.008, -4.957, -0.953)
H (-4.369, -4.187, -0.817)
H (-4.821, -1.821, -0.158)
C (-1.541, 4.965, 0.356)
C (-1.868, 4.034, 1.457)
N (-2.006, 4.324, 2.705)
N (-2.294, 3.144, 3.325)
C (-2.347, 2.114, 2.484)
S (-2.703, 0.489, 2.718)
N (-2.094, 2.676, 1.280)
N (-1.944, 1.872, 0.152)
H (-1.415, 5.963, 0.765)
H (-2.339, 4.992, -0.387)
H (-0.613, 4.667, -0.136)
H (-2.400, 3.113, 4.325)
H (-2.362, 2.316, -0.659)
H (-0.935, 1.731, 0.017)

Which value of charge does entry 1 give?
0